(1)
Here is an isolated molecule of C11H21NO3 in a non-equilibrium geometry from OMol25. Energies are from ωB97M-V/def2-TZVPD.

Structure (ORCA input):
```
! RIJCOSX wB97M-V def2-TZVPD def2/J DEFGRID3
* xyz 0 1
C -1.998 1.077 -1.334
C -2.469 0.419 -0.309
C 0.603 -0.474 -0.053
C -1.519 -2.142 -1.157
C -2.686 -1.889 1.041
C 2.759 1.250 -0.921
C 3.655 0.836 1.429
C 3.598 -1.032 -0.255
C -4.223 1.824 0.476
C -1.775 -1.154 0.002
C 2.895 0.198 0.230
N -0.500 -0.874 0.680
O 0.641 -0.593 -1.286
O -3.427 0.663 0.627
O 1.619 -0.143 0.703
H -2.269 2.121 -1.442
H -1.143 0.685 -1.797
H -0.660 -1.862 -1.906
H -2.398 -2.212 -1.802
H -1.355 -3.116 -0.736
H -3.279 -2.651 0.467
H -2.071 -2.497 1.760
H -3.271 -1.117 1.546
H 2.375 0.813 -1.855
H 2.004 2.002 -0.403
H 3.651 1.799 -0.961
H 3.799 0.210 2.326
H 3.236 1.825 1.550
H 4.777 0.725 1.285
H 3.644 -1.860 0.498
H 3.011 -1.544 -1.153
H 4.636 -0.676 -0.632
H -5.341 1.650 0.602
H -4.181 2.122 -0.511
H -3.856 2.664 1.030
H -0.599 -0.503 1.683
*
```

The calculation puts the largest force on an atom at 5.0 eV/Å. Its orbital gap is 9.72 eV. Its SMILES is C=C(OC)C(C)(C)NC(=O)OC(C)(C)C. The energy above the lowest of the compared OMol25 structures with the same formula, charge and spin comes out at 162.2 kJ/mol. As for the lowest unoccupied orbital energy: 0.02842 Eh.


(2)
Here is a cluster of 8 separate species, C32H48O24 in total in a non-equilibrium geometry from OMol25. Energies are from ωB97M-V/def2-TZVPD.

Structure (ORCA input):
```
! RIJCOSX wB97M-V def2-TZVPD def2/J DEFGRID3
* xyz 0 1
C -0.910 -1.266 -0.154
C 0.031 -0.162 -0.569
C 0.469 0.906 0.470
O 1.913 0.766 0.548
C 2.339 -0.228 -0.283
O 3.439 -0.622 -0.510
O 1.272 -0.708 -0.979
H -1.982 -1.057 -0.244
H -0.802 -1.555 0.895
H -0.792 -2.138 -0.797
H -0.434 0.306 -1.441
H 0.094 0.709 1.476
H 0.234 1.922 0.153
C 1.494 3.365 -1.810
C 1.699 2.224 -2.783
C 1.473 2.604 -4.255
O 2.458 1.888 -4.976
C 3.441 1.512 -4.119
O 4.435 0.958 -4.421
O 3.098 1.840 -2.855
H 2.222 3.268 -1.009
H 0.426 3.436 -1.585
H 1.636 4.344 -2.281
H 1.197 1.312 -2.468
H 1.592 3.674 -4.414
H 0.480 2.233 -4.521
C 4.526 2.091 2.266
C 5.434 1.855 1.060
C 5.936 3.086 0.335
O 7.357 3.026 0.395
C 7.716 2.141 1.346
O 8.767 2.033 1.807
O 6.674 1.424 1.729
H 5.008 2.751 3.000
H 4.472 1.136 2.787
H 3.570 2.575 2.121
H 5.054 0.940 0.604
H 5.518 4.014 0.739
H 5.646 3.189 -0.716
C 8.201 1.144 -2.642
C 7.485 0.207 -1.726
C 6.370 -0.607 -2.382
O 6.384 -1.836 -1.629
C 7.516 -1.920 -0.902
O 7.865 -2.809 -0.248
O 8.314 -0.855 -1.193
H 8.645 0.712 -3.549
H 9.026 1.703 -2.194
H 7.563 1.912 -3.095
H 7.157 0.759 -0.833
H 6.569 -0.809 -3.439
H 5.402 -0.115 -2.330
C -6.299 0.423 0.738
C -4.915 0.539 0.162
C -4.839 0.597 -1.349
O -4.021 1.750 -1.645
C -4.040 2.547 -0.558
O -3.750 3.671 -0.509
O -4.414 1.864 0.545
H -6.862 1.302 0.409
H -6.334 0.448 1.826
H -6.882 -0.451 0.439
H -4.171 -0.114 0.615
H -5.828 0.822 -1.772
H -4.541 -0.308 -1.872
C -8.572 -3.330 -1.823
C -7.227 -3.911 -1.443
C -6.150 -3.645 -2.532
O -5.172 -2.832 -1.875
C -5.457 -2.713 -0.565
O -4.706 -2.400 0.285
O -6.727 -3.120 -0.341
H -9.079 -3.939 -2.575
H -8.346 -2.386 -2.326
H -9.256 -3.120 -1.008
H -7.205 -4.964 -1.169
H -6.596 -3.117 -3.375
H -5.641 -4.543 -2.881
C -2.202 -5.311 0.507
C -2.205 -4.536 1.780
C -2.515 -5.285 3.068
O -1.539 -4.875 4.007
C -0.579 -4.179 3.373
O 0.359 -3.750 3.880
O -0.820 -4.116 2.053
H -3.168 -5.396 0.017
H -1.856 -6.342 0.666
H -1.397 -4.987 -0.156
H -2.771 -3.602 1.807
H -2.490 -6.380 2.989
H -3.543 -5.133 3.410
C -2.918 2.080 3.465
C -2.046 3.050 4.229
C -0.603 2.526 4.339
O 0.176 3.591 3.832
C -0.618 4.329 3.025
O -0.237 5.081 2.214
O -1.891 4.238 3.417
H -3.969 2.378 3.470
H -2.934 1.139 4.032
H -2.619 1.965 2.429
H -2.487 3.338 5.180
H -0.476 1.568 3.826
H -0.323 2.264 5.361
*
```

The calculation puts the largest force on an atom at 4.0 eV/Å. Its orbital gap is 9.81 eV. Its SMILES is C[C@H]1COC(=O)O1.C[C@H]1COC(=O)O1.C[C@H]1COC(=O)O1.C[C@H]1COC(=O)O1.C[C@H]1COC(=O)O1.C[C@H]1COC(=O)O1.C[C@H]1COC(=O)O1.C[C@H]1COC(=O)O1. The energy above the lowest of the compared OMol25 structures with the same formula, charge and spin comes out at 236.8 kJ/mol. As for the lowest unoccupied orbital energy: -0.01072 Eh.


(3)
Here is a cluster of 7 separate species, C21H56O7 in total in a non-equilibrium geometry from OMol25. Energies are from ωB97M-V/def2-TZVPD.

Structure (ORCA input):
```
! RIJCOSX wB97M-V def2-TZVPD def2/J DEFGRID3
* xyz 0 1
C 2.161 -21.213 -23.255
C 2.466 -20.744 -24.670
C 3.848 -20.072 -24.680
O 2.474 -21.939 -25.473
H 2.502 -20.442 -22.557
H 2.766 -22.082 -23.000
H 1.116 -21.493 -23.136
H 1.778 -20.021 -25.126
H 4.167 -19.742 -25.672
H 4.567 -20.823 -24.336
H 3.872 -19.231 -23.990
H 3.173 -21.864 -26.133
C 7.850 -20.800 -23.236
C 7.873 -19.279 -23.107
C 8.148 -18.639 -24.441
O 6.625 -18.781 -22.600
H 6.930 -21.204 -23.658
H 8.248 -21.396 -22.416
H 8.594 -21.023 -24.016
H 8.586 -19.047 -22.301
H 7.544 -19.085 -25.230
H 9.210 -18.793 -24.669
H 8.042 -17.555 -24.409
H 6.755 -17.821 -22.566
C 9.884 -20.877 -27.692
C 8.956 -22.068 -28.002
C 7.860 -22.197 -26.954
O 8.387 -21.851 -29.297
H 10.932 -21.137 -27.850
H 9.889 -20.650 -26.617
H 9.594 -19.944 -28.171
H 9.616 -22.939 -27.989
H 7.310 -23.129 -27.094
H 7.233 -21.305 -26.941
H 8.359 -22.224 -25.984
H 7.497 -22.215 -29.260
C 12.310 -22.360 -23.898
C 12.147 -22.787 -22.452
C 11.735 -21.655 -21.523
O 11.187 -23.881 -22.462
H 11.434 -21.745 -24.130
H 12.274 -23.174 -24.621
H 13.274 -21.879 -24.074
H 13.052 -23.221 -22.009
H 10.789 -21.178 -21.778
H 12.517 -20.893 -21.509
H 11.693 -22.073 -20.515
H 11.507 -24.552 -21.855
C 11.871 -18.285 -22.967
C 11.539 -16.842 -23.326
C 11.831 -16.579 -24.797
O 10.156 -16.597 -23.037
H 12.792 -18.641 -23.436
H 11.114 -18.980 -23.347
H 11.928 -18.441 -21.888
H 12.096 -16.213 -22.619
H 12.913 -16.561 -24.909
H 11.413 -15.618 -25.100
H 11.327 -17.332 -25.402
H 9.870 -17.201 -22.345
C 6.171 -14.364 -23.778
C 6.318 -14.832 -22.334
C 5.010 -15.270 -21.659
O 7.222 -15.924 -22.275
H 5.425 -13.577 -23.902
H 5.917 -15.123 -24.523
H 7.155 -13.989 -24.083
H 6.647 -13.934 -21.797
H 4.523 -16.031 -22.270
H 4.324 -14.433 -21.544
H 5.279 -15.682 -20.688
H 8.052 -15.627 -22.682
C 5.364 -18.606 -16.959
C 6.726 -18.710 -17.664
C 6.626 -18.331 -19.128
O 7.715 -17.930 -17.021
H 5.405 -18.718 -15.877
H 4.675 -19.342 -17.378
H 4.936 -17.626 -17.194
H 6.933 -19.788 -17.609
H 5.887 -18.913 -19.677
H 7.584 -18.448 -19.640
H 6.397 -17.277 -19.309
H 7.904 -18.352 -16.177
*
```

The calculation puts the largest force on an atom at 1.6 eV/Å. Its orbital gap is 10.36 eV. Its SMILES is CC(C)O.CC(C)O.CC(C)O.CC(C)O.CC(C)O.CC(C)O.CC(C)O. The energy above the lowest of the compared OMol25 structures with the same formula, charge and spin comes out at 178.1 kJ/mol. As for the lowest unoccupied orbital energy: 0.02114 Eh.


Number 1: E_HOMO -8.95 eV. Number 2: E_HOMO -10.10 eV. Number 3: E_HOMO -9.78 eV.